Entry w
This record from the Open Molecules 2025 dataset describes a cluster of 2 separate species, C4H14N3 in total. The level of theory is ωB97M-V/def2-TZVPD.

Structure (XYZ):
```
21
Properties=species:S:1:pos:R:3:nbo_charge:R:1
C -0.17 2.17 -1.38 -0.2298
C -0.77 1.02 -0.61 -0.2235
N 0.15 -0.13 -0.53 -0.7332
N -1.10 3.29 -1.33 -0.8178
H 0.82 2.46 -0.98 0.1681
H 0.02 1.83 -2.41 0.1934
H -0.97 1.34 0.42 0.2044
H -1.68 0.69 -1.10 0.2152
H 0.24 -0.65 -1.41 0.3830
H 1.08 0.21 -0.28 0.4023
H -1.11 3.64 -0.37 0.3517
H -0.72 4.07 -1.86 0.3639
C 0.56 -2.52 1.76 -0.2947
C 1.82 -2.42 1.21 -0.7422
N -0.64 -1.96 1.17 -0.8710
H 0.37 -3.10 2.67 0.1600
H 2.64 -2.87 1.75 0.2003
H 2.03 -2.01 0.23 0.1248
H -1.09 -1.39 1.89 0.3697
H -0.13 -0.97 0.18 0.4393
H -1.34 -2.68 0.98 0.3361
```

Properties
- 2S+1 = 2
- gap between HOMO and LUMO (spin up / spin down) (eV) = 2.7162 / 7.5606

***

Entry x
This record from the Open Molecules 2025 dataset describes a cluster of 2 separate species, C4H14N3 in total. The level of theory is ωB97M-V/def2-TZVPD.

Structure (XYZ):
```
21
Properties=species:S:1:pos:R:3:nbo_charge:R:1
C -0.13 1.77 1.29 -0.4079
C 0.71 0.84 -0.85 0.3621
N -0.35 1.31 -0.08 -0.6394
N 0.48 0.26 -2.09 -0.8710
N 1.97 0.59 -0.29 -0.8757
H -1.01 1.85 -0.60 0.3783
H -0.42 -0.09 -2.38 0.3782
H 1.25 -0.02 -2.66 0.3881
H 2.22 1.05 0.56 0.3804
H 2.50 -0.26 -0.44 0.3568
H 0.72 2.45 1.35 0.1646
H -0.05 0.92 1.96 0.1958
H -1.01 2.33 1.52 0.2061
C -1.59 -2.07 0.21 -0.6161
C -0.87 -2.25 1.53 -0.6140
H -1.12 -1.44 -0.54 0.2117
H -1.79 -3.06 -0.21 0.1967
H -2.59 -1.66 0.41 0.2011
H -1.42 -2.56 2.40 0.2069
H -0.46 -1.29 1.87 0.1961
H 0.05 -2.83 1.50 0.2010
```

Properties
- 2S+1 = 2
- gap between HOMO and LUMO (spin up / spin down) (eV) = 5.1181 / 9.9924

***

It turns out entry x is the most stable, with the second structure 0.0933 hartree higher.

***

Entry w
This record from the Open Molecules 2025 dataset describes the ion C4H7FNO with charge -1. The level of theory is ωB97M-V/def2-TZVPD.

Structure (XYZ):
```
14
Properties=species:S:1:pos:R:3:nbo_charge:R:1
C 0.21 -0.71 0.73 -0.2969
C 1.28 -0.43 -1.35 -0.2224
C -0.81 -0.20 -0.20 -0.0684
C -1.26 1.18 0.22 -0.6735
N 1.39 -0.41 -0.06 0.1011
O 2.44 -0.17 0.64 -0.6176
F -2.05 -1.04 0.15 -0.5132
H 0.38 -0.38 1.79 0.1749
H 0.21 -1.91 0.66 0.1893
H 0.39 -0.72 -1.72 0.2452
H 2.22 0.01 -1.92 0.1623
H -2.12 1.49 -0.44 0.1917
H -0.49 1.98 0.24 0.1951
H -1.78 1.30 1.26 0.1327
```

Properties
- gap between HOMO and LUMO (spin up / spin down) (eV) = 6.3821 / 6.3830
- charge = -1

***

Entry x
This record from the Open Molecules 2025 dataset describes the ion C4H7FNO with charge -1. The level of theory is ωB97M-V/def2-TZVPD.

Structure (XYZ):
```
14
Properties=species:S:1:pos:R:3:nbo_charge:R:1
C -0.77 0.49 0.82 -0.3316
C -1.91 -0.22 -1.11 -0.2857
C 0.41 0.87 -0.17 -0.0902
C 1.21 -0.45 -0.32 -0.6988
N -1.99 0.12 0.17 0.1375
O -3.08 0.18 0.81 -0.5859
F 1.27 1.78 0.56 -0.4592
H -0.60 -0.49 1.45 0.1499
H -1.09 1.20 1.66 0.2186
H -0.98 0.09 -1.49 0.2257
H -2.71 -0.68 -1.62 0.1759
H 2.01 -0.39 -1.07 0.1855
H 0.42 -1.20 -0.53 0.1959
H 1.70 -0.56 0.68 0.1625
```

Properties
- gap between HOMO and LUMO (eV) = 6.3000
- charge = -1

***

It turns out entry x is the most stable, with the second structure 0.0259 hartree higher.